(one)
The following is a DFT calculation (ωB97M-V/def2-TZVPD) of a 2-piece molecular cluster, C3H10O2S overall.

frontier orbital gap	10.02	eV
SMILES	OCCCS.O
HOMO	-9.4	eV

Atoms and positions in Å:
O (-1.772, 1.432, -1.395)
C (-1.078, 2.203, -0.317)
C (0.386, 2.001, -0.476)
C (0.870, 0.570, -0.145)
S (2.211, 0.277, 1.096)
H (-1.151, 1.406, -2.129)
H (-1.440, 1.743, 0.560)
H (-1.499, 3.268, -0.346)
H (1.147, 2.771, 0.037)
H (0.538, 2.453, -1.490)
H (0.070, -0.023, 0.379)
H (1.064, 0.041, -1.216)
H (3.420, 0.413, 0.424)
O (-1.296, -6.398, 1.550)
H (-0.960, -5.490, 1.571)
H (-0.510, -6.667, 1.900)

Atom charges from the Löwdin analysis, given in e for atoms 1 to 2:
1 O -0.100
2 C -0.252

=====

(two)
The following is a DFT calculation (ωB97M-V/def2-TZVPD) of a 2-piece molecular cluster, C3H10O2S overall.

frontier orbital gap	9.33	eV
SMILES	COCCS.O
HOMO	-8.7	eV

Atoms and positions in Å:
C (-1.100, -2.222, -1.545)
O (-0.621, -1.036, -0.925)
C (0.184, -1.311, 0.212)
C (0.453, 0.028, 0.878)
S (1.896, 0.775, -0.003)
H (-1.758, -1.773, -2.308)
H (-1.704, -2.891, -0.909)
H (-0.329, -2.824, -2.056)
H (-0.441, -1.951, 0.865)
H (1.061, -1.908, -0.105)
H (-0.358, 0.780, 0.845)
H (0.654, -0.205, 1.941)
H (1.868, 2.012, 0.537)
O (-0.028, 3.820, 1.017)
H (0.297, 4.622, 1.485)
H (-0.073, 4.086, 0.071)

Atom charges from the Löwdin analysis, given in e for atoms 1 to 2:
1 C -0.121
2 O -0.224

=====

(three)
The following is a DFT calculation (ωB97M-V/def2-TZVPD) of a 2-piece molecular cluster, C3H10O2S overall.

frontier orbital gap	9.76	eV
SMILES	COCCS.O
HOMO	-9.2	eV

Atoms and positions in Å:
C (0.000, 0.000, 0.000)
O (0.960, 0.505, 0.902)
C (1.004, -0.166, 2.175)
C (1.696, 0.702, 3.249)
S (0.842, 2.261, 3.519)
H (0.211, -1.045, -0.283)
H (-0.043, 0.611, -0.917)
H (-0.985, 0.039, 0.495)
H (0.020, -0.437, 2.605)
H (1.581, -1.100, 2.039)
H (1.622, 0.069, 4.154)
H (2.766, 0.770, 2.972)
H (0.663, 2.562, 2.215)
O (-2.052, 4.139, -0.381)
H (-2.197, 3.762, 0.517)
H (-1.124, 4.466, -0.365)

Atom charges from the Löwdin analysis, given in e for atoms 1 to 2:
1 C -0.116
2 O -0.237

=====

The structure with the least stability is (one).

=====

(one)
The following is a DFT calculation (ωB97M-V/def2-TZVPD) of a 2-piece molecular cluster, C3H12NO3 overall.

charge	+1
frontier orbital gap	11.60	eV
HOMO	-14.7	eV

Atoms and positions in Å:
C (0.318, 1.343, -0.477)
O (-0.597, 2.365, -0.287)
C (-0.737, 0.207, -0.329)
C (-0.256, -1.223, -0.383)
O (-1.142, -2.001, 0.427)
N (-1.415, 0.424, 0.992)
H (0.996, 1.269, 0.450)
H (0.885, 1.293, -1.441)
H (-0.300, 3.201, -0.557)
H (-1.525, 0.391, -1.093)
H (-0.409, -1.489, -1.436)
H (0.839, -1.550, 0.015)
H (-1.523, -2.825, -0.103)
H (-2.063, -0.344, 1.170)
H (-0.737, 0.463, 1.788)
H (-1.894, 1.331, 0.975)
H (3.906, -0.599, -0.219)
H (2.731, -1.512, 0.583)
O (2.922, -0.742, -0.074)

Atom charges from the Löwdin analysis, given in e for atoms 1 to 2:
1 C -0.179
2 O -0.053

=====

(two)
The following is a DFT calculation (ωB97M-V/def2-TZVPD) of a 2-piece molecular cluster, C3H12NO3 overall.

charge	+1
frontier orbital gap	11.01	eV
HOMO	-14.4	eV

Atoms and positions in Å:
C (0.470, 1.311, -0.458)
O (1.452, 1.747, -1.359)
C (1.077, 0.316, 0.592)
C (-0.223, -0.189, 1.396)
O (0.145, -1.458, 1.937)
N (1.676, -0.862, -0.380)
H (-0.073, 0.842, -1.261)
H (0.068, 2.107, 0.103)
H (1.846, 2.602, -1.148)
H (1.953, 0.522, 1.243)
H (-0.674, 0.306, 2.233)
H (-1.087, -0.355, 0.655)
H (-0.238, -1.532, 2.819)
H (2.070, -1.662, 0.238)
H (0.842, -1.417, -0.772)
H (2.312, -0.638, -1.234)
H (-4.440, -1.063, -1.727)
H (-3.620, 0.173, -1.509)
O (-3.557, -0.749, -1.365)

Atom charges from the Löwdin analysis, given in e for atoms 1 to 2:
1 C -0.219
2 O -0.060

=====

The structure with the least stability is (two).

=====

(one)
The following is a DFT calculation (ωB97M-V/def2-TZVPD) of C44H57BiN6P2S2 as an isolated structure.

charge	+2
frontier orbital gap	5.07	eV
HOMO	-10.8	eV

Atoms and positions in Å:
Bi (-0.155, -0.621, -0.557)
C (1.397, 0.719, -3.717)
C (2.739, 0.429, -3.031)
C (3.738, 1.536, -3.415)
P (2.441, 0.154, -1.229)
C (3.681, -1.054, -0.544)
C (4.947, -1.207, -1.386)
C (3.960, -0.838, 0.994)
C (2.839, 1.725, -0.475)
C (4.151, 2.242, -0.511)
C (4.484, 3.421, 0.200)
C (5.910, 3.919, 0.247)
C (3.485, 4.104, 0.873)
C (2.191, 3.624, 0.917)
C (1.816, 2.408, 0.252)
N (0.565, 1.869, 0.371)
C (-0.414, 2.505, 1.093)
C (-0.697, 3.850, 0.852)
C (-1.668, 4.509, 1.573)
C (-2.618, 3.806, 2.321)
C (-3.811, 4.537, 2.905)
C (-2.403, 2.442, 2.541)
C (-1.235, 1.827, 2.066)
P (-0.898, 0.074, 2.352)
C (-2.431, -0.782, 2.923)
C (-3.525, -0.760, 1.834)
C (-3.000, -0.399, 4.292)
C (0.118, 0.132, 3.925)
C (0.472, -1.269, 4.511)
C (1.356, 1.033, 3.865)
H (1.592, 0.940, -4.734)
H (0.868, 1.599, -3.277)
H (0.647, -0.089, -3.678)
H (3.099, -0.541, -3.442)
H (3.437, 2.539, -3.054)
H (3.798, 1.486, -4.498)
H (4.770, 1.366, -3.100)
H (3.148, -2.023, -0.650)
H (5.532, -0.310, -1.498)
H (4.727, -1.576, -2.404)
H (5.641, -1.971, -0.921)
H (4.261, 0.180, 1.272)
H (4.743, -1.546, 1.305)
H (3.082, -1.089, 1.610)
H (4.863, 1.623, -1.021)
H (6.556, 3.019, 0.175)
H (6.161, 4.475, 1.158)
H (6.185, 4.503, -0.682)
H (3.772, 5.052, 1.405)
H (1.421, 4.150, 1.516)
H (-0.128, 4.401, 0.094)
H (-1.726, 5.625, 1.553)
H (-3.651, 5.634, 2.850)
H (-4.022, 4.228, 3.946)
H (-4.745, 4.336, 2.354)
H (-3.122, 1.896, 3.150)
H (-2.077, -1.856, 2.954)
H (-3.894, 0.238, 1.566)
H (-4.361, -1.382, 2.166)
H (-3.171, -1.290, 0.947)
H (-3.230, 0.681, 4.405)
H (-2.286, -0.643, 5.085)
H (-3.891, -0.985, 4.428)
H (-0.565, 0.630, 4.648)
H (0.959, -1.922, 3.792)
H (-0.416, -1.837, 4.876)
H (1.135, -1.168, 5.372)
H (2.002, 0.681, 3.068)
H (1.822, 1.007, 4.850)
H (1.138, 2.065, 3.696)
N (-4.288, 1.054, -1.874)
C (-4.489, 2.441, -1.943)
C (-5.652, 3.062, -1.440)
C (-5.694, 4.420, -1.213)
C (-4.648, 5.252, -1.669)
C (-3.560, 4.660, -2.290)
C (-3.389, 3.281, -2.340)
S (-1.854, 2.592, -2.588)
N (-1.977, 0.933, -2.360)
C (-3.132, 0.368, -2.135)
C (-3.185, -1.108, -2.061)
C (-4.411, -1.825, -2.270)
C (-4.398, -3.208, -2.219)
C (-3.193, -3.896, -1.874)
C (-2.055, -3.140, -1.672)
N (-2.101, -1.800, -1.709)
H (-5.055, 0.440, -1.655)
H (-6.544, 2.451, -1.201)
H (-6.560, 4.846, -0.713)
H (-4.665, 6.311, -1.520)
H (-2.785, 5.302, -2.761)
H (-5.324, -1.262, -2.477)
H (-5.283, -3.733, -2.527)
H (-3.198, -4.964, -1.788)
H (-1.104, -3.594, -1.356)
C (1.353, -8.110, 0.450)
C (1.415, -6.885, -0.369)
C (1.805, -6.788, -1.684)
C (1.897, -5.522, -2.283)
N (1.599, -4.403, -1.542)
C (1.114, -4.500, -0.323)
S (0.505, -3.174, 0.710)
N (1.060, -5.728, 0.272)
C (2.331, -5.306, -3.703)
H (1.882, -8.952, -0.015)
H (0.330, -8.445, 0.634)
H (1.821, -7.877, 1.453)
H (2.077, -7.691, -2.224)
H (0.695, -5.727, 1.244)
H (3.332, -5.687, -3.967)
H (2.240, -4.263, -4.000)
H (1.583, -5.883, -4.315)

Atom charges from the Löwdin analysis, given in e for atoms 1 to 2:
1 Bi 1.504
2 C -0.142

=====

(two)
The following is a DFT calculation (ωB97M-V/def2-TZVPD) of C44H57BiN6P2S2 as an isolated structure.

charge	+2
frontier orbital gap	5.09	eV
HOMO	-10.8	eV

Atoms and positions in Å:
Bi (0.166, -0.050, 0.188)
C (1.575, 1.171, 3.481)
C (0.790, -0.139, 4.001)
C (-0.550, 0.272, 4.598)
P (0.686, -1.357, 2.606)
C (2.352, -2.171, 2.572)
C (3.424, -1.570, 3.550)
C (2.431, -3.745, 2.648)
C (-0.667, -2.536, 2.875)
C (-0.885, -3.148, 4.141)
C (-1.811, -4.162, 4.249)
C (-2.122, -4.808, 5.558)
C (-2.465, -4.638, 3.138)
C (-2.132, -4.131, 1.860)
C (-1.377, -2.955, 1.713)
N (-1.308, -2.290, 0.480)
C (-2.262, -2.478, -0.511)
C (-3.569, -3.007, -0.341)
C (-4.287, -3.541, -1.395)
C (-3.871, -3.275, -2.685)
C (-4.679, -3.608, -3.893)
C (-2.673, -2.571, -2.873)
C (-1.835, -2.214, -1.838)
P (-0.360, -1.295, -2.168)
C (-0.686, -0.307, -3.675)
C (-1.982, 0.479, -3.721)
C (0.369, 0.658, -4.168)
C (0.994, -2.548, -2.664)
C (1.615, -3.425, -1.617)
C (0.368, -3.471, -3.787)
H (1.892, 1.662, 4.420)
H (0.835, 1.806, 2.934)
H (2.488, 0.939, 2.908)
H (1.445, -0.595, 4.804)
H (-1.112, 0.867, 3.879)
H (-0.334, 0.877, 5.499)
H (-1.130, -0.607, 4.825)
H (2.814, -1.767, 1.604)
H (3.091, -1.762, 4.568)
H (3.463, -0.518, 3.386)
H (4.418, -2.008, 3.396)
H (2.722, -3.955, 3.650)
H (3.188, -4.190, 1.978)
H (1.508, -4.228, 2.352)
H (-0.262, -2.886, 4.970)
H (-1.568, -5.766, 5.595)
H (-3.213, -4.848, 5.729)
H (-1.733, -4.180, 6.431)
H (-3.288, -5.310, 3.282)
H (-2.483, -4.595, 0.955)
H (-3.924, -3.040, 0.715)
H (-5.189, -4.076, -1.283)
H (-4.471, -2.919, -4.722)
H (-5.735, -3.440, -3.773)
H (-4.521, -4.603, -4.316)
H (-2.348, -2.223, -3.862)
H (-0.778, -1.049, -4.522)
H (-2.531, 0.218, -4.646)
H (-1.721, 1.527, -3.673)
H (-2.615, 0.249, -2.827)
H (1.357, 0.340, -4.594)
H (0.710, 1.397, -3.399)
H (-0.139, 1.185, -4.996)
H (1.780, -1.882, -3.076)
H (0.871, -4.045, -1.173)
H (2.002, -2.829, -0.794)
H (2.422, -3.960, -2.122)
H (-0.140, -4.361, -3.387)
H (1.195, -3.744, -4.471)
H (-0.346, -2.987, -4.522)
N (2.789, 3.535, -1.704)
C (2.292, 4.380, -2.707)
C (3.110, 5.224, -3.438)
C (2.608, 6.056, -4.432)
C (1.241, 6.045, -4.625)
C (0.362, 5.203, -3.913)
C (0.916, 4.412, -2.904)
S (-0.178, 3.548, -1.829)
N (0.814, 2.522, -0.916)
C (2.117, 2.593, -0.970)
C (2.972, 1.586, -0.388)
C (4.130, 1.987, 0.258)
C (5.061, 1.112, 0.904)
C (4.732, -0.230, 0.752)
C (3.611, -0.608, 0.026)
N (2.690, 0.240, -0.497)
H (3.759, 3.482, -1.656)
H (4.157, 5.068, -3.380)
H (3.209, 6.747, -5.054)
H (0.715, 6.676, -5.414)
H (-0.659, 5.121, -4.191)
H (4.424, 3.069, 0.280)
H (5.790, 1.407, 1.614)
H (5.405, -1.012, 1.056)
H (3.537, -1.650, -0.267)
C (-4.187, 5.494, 0.760)
C (-3.009, 4.531, 0.885)
C (-1.730, 5.001, 1.280)
C (-0.699, 4.026, 1.508)
N (-1.035, 2.697, 1.439)
C (-2.150, 2.324, 0.877)
S (-2.545, 0.666, 0.478)
N (-3.177, 3.209, 0.613)
C (0.717, 4.385, 1.797)
H (-4.635, 5.592, 1.767)
H (-4.951, 5.048, 0.111)
H (-3.828, 6.463, 0.382)
H (-1.510, 6.098, 1.311)
H (-4.141, 2.799, 0.425)
H (1.399, 3.646, 1.404)
H (0.965, 4.345, 2.912)
H (1.047, 5.328, 1.401)

Atom charges from the Löwdin analysis, given in e for atoms 1 to 2:
1 Bi 1.446
2 C -0.106

=====

The structure with the least stability is (two).

=====

(one)
The following is a DFT calculation (ωB97M-V/def2-TZVPD) of C8H8O3 as an isolated structure.

frontier orbital gap	9.20	eV
HOMO	-8.5	eV

Atoms and positions in Å:
C (-1.789, 0.566, -0.303)
C (-1.922, -0.539, -1.043)
C (-0.128, -0.833, 0.558)
C (0.379, -2.105, -0.297)
C (-0.267, 0.572, 0.067)
C (-0.472, -1.116, -1.058)
C (0.377, 0.185, -1.278)
C (1.102, 1.888, 1.514)
O (2.028, 0.922, 1.263)
O (1.336, 2.795, 2.262)
O (-0.015, 1.733, 0.873)
H (-2.514, 1.285, -0.034)
H (-2.581, -1.013, -1.619)
H (-0.869, -1.147, 1.275)
H (-0.273, -2.920, 0.075)
H (0.129, 0.858, -2.058)
H (2.778, 1.093, 1.716)
H (1.258, -2.374, -0.718)
H (1.443, 0.151, -1.196)

Atom charges from the Löwdin analysis, given in e for atoms 1 to 2:
1 C 0.037
2 C 0.019

=====

(two)
The following is a DFT calculation (ωB97M-V/def2-TZVPD) of C8H8O3 as an isolated structure.

frontier orbital gap	9.98	eV
HOMO	-9.5	eV

Atoms and positions in Å:
C (-0.247, -2.892, -0.144)
C (-0.647, -1.449, 0.171)
C (0.115, 0.735, -0.065)
C (-1.009, 1.340, 0.288)
C (-1.152, 2.736, 0.351)
C (0.001, 3.547, 0.190)
C (1.187, 2.946, -0.125)
C (1.280, 1.637, -0.190)
H (1.392, -1.792, -0.044)
H (-0.941, -1.606, 1.015)
H (-1.697, -1.490, -0.454)
H (-1.922, 0.934, 0.594)
H (-1.949, 2.973, 0.613)
H (0.039, 4.701, 0.353)
H (1.876, 3.720, -0.403)
H (2.127, 1.117, -0.646)
O (1.142, -3.046, -0.243)
O (-1.033, -3.878, -0.096)
O (0.380, -0.596, -0.145)

Atom charges from the Löwdin analysis, given in e for atoms 1 to 2:
1 C -0.441
2 C -0.132

=====

(three)
The following is a DFT calculation (ωB97M-V/def2-TZVPD) of a single C8H8O3 molecule.

frontier orbital gap	9.30	eV
SMILES	O=C(O)COc1ccccc1
HOMO	-9.0	eV

Atoms and positions in Å:
O (2.054, 1.396, 0.055)
C (2.587, 0.225, -0.110)
O (3.810, -0.004, -0.636)
C (1.674, -0.904, 0.296)
O (0.951, -0.619, 1.427)
C (-0.338, -0.304, 0.792)
C (-1.180, -1.278, 0.167)
C (-2.421, -0.824, -0.579)
C (-2.829, 0.497, -0.355)
C (-1.972, 1.394, 0.273)
C (-0.771, 1.187, 0.727)
H (4.438, 0.904, -0.613)
H (0.840, -1.249, -0.574)
H (2.593, -1.666, 0.417)
H (-0.755, -2.249, -0.186)
H (-3.062, -1.716, -0.957)
H (-3.709, 0.820, -1.012)
H (-2.136, 2.481, 0.162)
H (0.226, 1.908, 0.705)

Atom charges from the Löwdin analysis, given in e for atoms 1 to 2:
1 O -0.003
2 C -0.419

=====

The structure with the least stability is (two).

=====

(one)
The following is a DFT calculation (ωB97M-V/def2-TZVPD) of BF4H22O11 as an isolated structure.

charge	-1
frontier orbital gap	10.14	eV
HOMO	-7.2	eV

Atoms and positions in Å:
B (-7.235, -9.077, -23.084)
F (-6.391, -8.036, -22.971)
F (-6.702, -10.277, -22.610)
F (-8.365, -8.712, -22.355)
F (-7.702, -9.157, -24.338)
O (-5.499, -8.898, -25.000)
H (-6.076, -8.857, -24.238)
H (-5.691, -8.098, -25.489)
O (-10.062, -10.413, -22.467)
H (-9.204, -10.686, -22.142)
H (-10.659, -10.579, -21.737)
O (-5.534, -9.842, -20.797)
H (-4.909, -10.503, -21.095)
H (-6.123, -9.716, -21.541)
O (-9.792, -7.584, -21.904)
H (-9.065, -8.027, -22.340)
H (-9.373, -6.947, -21.326)
O (-8.239, -11.248, -21.155)
H (-7.499, -11.702, -20.752)
H (-7.861, -10.446, -21.515)
O (-9.625, -8.670, -24.502)
H (-10.412, -8.302, -24.101)
H (-9.062, -8.897, -23.761)
O (-7.656, -11.292, -24.614)
H (-7.297, -10.523, -24.171)
H (-8.444, -10.970, -25.053)
O (-7.923, -9.472, -26.460)
H (-7.983, -8.606, -26.056)
H (-8.637, -9.971, -26.063)
O (-5.315, -11.672, -22.539)
H (-4.905, -11.485, -23.384)
H (-6.017, -11.027, -22.466)
O (-6.814, -6.080, -23.850)
H (-7.382, -5.431, -23.435)
H (-6.743, -6.783, -23.205)
O (-6.680, -7.156, -21.030)
H (-6.510, -7.711, -21.791)
H (-7.563, -6.817, -21.173)

Atom charges from the Löwdin analysis, given in e for atoms 1 to 2:
1 B -1.252
2 F 0.217

=====

(two)
The following is a DFT calculation (ωB97M-V/def2-TZVPD) of a 12-piece molecular cluster, BF4H22O11 overall.

charge	-1
frontier orbital gap	10.21	eV
HOMO	-7.8	eV

Atoms and positions in Å:
B (-0.082, -0.243, -0.361)
F (-0.564, -0.948, 0.767)
F (0.768, -1.074, -1.127)
F (-1.167, 0.166, -1.128)
F (0.688, 0.853, 0.056)
O (-2.517, -0.254, -3.511)
H (-1.950, -0.196, -2.724)
H (-2.145, -0.977, -4.025)
O (3.490, -2.394, -1.055)
H (2.558, -2.143, -1.124)
H (3.562, -3.201, -1.573)
O (-1.657, -3.547, 1.170)
H (-1.588, -3.781, 0.231)
H (-1.292, -2.655, 1.216)
O (1.087, 4.015, 0.805)
H (1.649, 4.790, 0.910)
H (1.701, 3.296, 0.577)
O (-1.416, 3.031, 1.587)
H (-0.962, 2.464, 2.238)
H (-0.699, 3.398, 1.034)
O (-0.122, 3.729, -1.812)
H (-0.504, 2.851, -1.696)
H (0.077, 4.034, -0.912)
O (-3.842, -0.146, 0.447)
H (-2.891, -0.047, 0.332)
H (-4.120, 0.681, 0.856)
O (-0.597, 0.694, 3.005)
H (-0.701, 0.121, 2.219)
H (0.290, 0.505, 3.326)
O (1.550, -2.673, 1.535)
H (0.890, -2.058, 1.182)
H (2.239, -2.109, 1.900)
O (3.232, 1.563, -0.085)
H (2.401, 1.048, -0.135)
H (3.802, 1.057, 0.502)
O (-0.765, -3.402, -1.552)
H (0.014, -3.919, -1.774)
H (-0.414, -2.528, -1.302)

Atom charges from the Löwdin analysis, given in e for atoms 1 to 2:
1 B -1.214
2 F 0.087

=====

The structure with the least stability is (one).